The following is a quantum chemistry calculation of 13 unconnected molecules or ions with the total composition C26H78O23 in a non-equilibrium geometry, from OMol25.

Geometry (Å):
O -25.040 4.624 -7.053
H -25.268 5.408 -6.553
H -24.964 3.934 -6.395
C -20.166 6.886 -1.859
C -18.914 6.710 -0.969
O -18.952 5.536 -0.155
O -20.034 8.114 -2.521
H -21.100 6.826 -1.299
H -20.281 6.057 -2.558
H -18.762 7.619 -0.387
H -18.088 6.599 -1.672
H -18.076 5.217 0.071
H -20.804 8.276 -3.070
C -20.171 1.789 0.076
C -19.780 1.813 -1.397
O -21.018 1.897 -2.133
O -20.762 0.495 0.412
H -20.803 2.616 0.400
H -19.240 2.013 0.596
H -19.199 0.940 -1.693
H -19.205 2.725 -1.551
H -20.880 2.259 -3.012
H -21.678 0.492 0.128
C -23.138 6.172 -9.692
C -22.428 4.831 -9.379
O -23.475 3.830 -9.306
O -23.981 6.697 -8.651
H -23.766 6.121 -10.582
H -22.486 6.968 -10.053
H -21.776 4.764 -8.508
H -21.827 4.678 -10.275
H -23.765 3.981 -8.403
H -24.423 5.924 -8.293
C -23.510 9.679 -6.133
C -22.593 8.497 -6.068
O -22.077 8.453 -4.737
O -24.736 9.345 -5.432
H -23.776 9.932 -7.159
H -23.215 10.602 -5.633
H -21.783 8.405 -6.791
H -23.129 7.563 -6.239
H -22.720 8.414 -4.025
H -25.155 10.181 -5.215
C -26.690 5.440 -3.631
C -25.617 6.430 -4.163
O -25.641 6.772 -5.547
O -27.999 6.023 -3.601
H -26.553 5.036 -2.628
H -26.597 4.627 -4.351
H -24.601 6.096 -3.952
H -25.815 7.296 -3.531
H -25.222 7.633 -5.626
H -28.265 5.953 -4.521
C -22.150 -0.325 -7.704
C -22.251 0.851 -8.739
O -20.949 1.006 -9.373
O -21.196 0.082 -6.606
H -21.706 -1.196 -8.186
H -23.072 -0.615 -7.200
H -22.618 1.789 -8.324
H -23.011 0.684 -9.503
H -20.418 1.553 -8.789
H -20.310 -0.286 -6.639
C -18.467 3.908 -9.366
C -17.003 3.744 -9.579
O -16.389 3.507 -8.302
O -18.977 2.974 -8.487
H -19.179 3.861 -10.190
H -18.555 4.888 -8.897
H -16.619 4.650 -10.047
H -16.717 2.930 -10.246
H -16.161 4.371 -7.951
H -18.332 2.852 -7.787
C -24.874 1.035 -5.147
C -25.721 0.687 -6.381
O -27.079 1.072 -6.069
O -24.644 2.458 -4.987
H -23.922 0.523 -5.285
H -25.392 0.637 -4.275
H -25.692 -0.386 -6.570
H -25.388 1.258 -7.248
H -27.687 0.940 -6.800
H -24.042 2.628 -4.259
C -15.914 1.245 -5.000
C -16.950 1.596 -3.943
O -16.885 0.881 -2.737
O -16.097 -0.079 -5.506
H -14.927 1.301 -4.539
H -15.873 2.029 -5.755
H -17.916 1.494 -4.436
H -16.873 2.639 -3.635
H -17.147 -0.033 -2.872
H -15.250 -0.500 -5.670
C -24.546 0.735 -0.945
C -24.660 2.203 -1.351
O -23.703 2.559 -2.358
O -23.416 0.438 -0.070
H -24.507 0.074 -1.810
H -25.449 0.650 -0.339
H -24.491 2.800 -0.454
H -25.663 2.518 -1.638
H -22.821 2.449 -1.995
H -23.385 -0.519 0.003
C -21.956 4.508 -4.928
C -20.747 3.731 -5.465
C -19.408 4.250 -4.927
O -20.978 2.479 -4.936
H -22.838 4.483 -5.567
H -21.783 5.580 -5.026
H -22.183 4.263 -3.890
H -20.767 3.711 -6.555
H -19.354 5.338 -4.916
H -18.598 3.966 -5.599
H -19.129 3.861 -3.947
H -20.982 1.780 -5.594
C -16.566 6.874 -4.854
C -16.908 7.679 -6.057
C -17.737 8.852 -5.616
O -15.795 8.176 -6.680
H -16.145 5.909 -5.138
H -17.480 6.657 -4.302
H -15.876 7.440 -4.228
H -17.578 7.178 -6.757
H -17.140 9.540 -5.017
H -18.709 8.629 -5.177
H -18.024 9.505 -6.440
H -15.323 8.778 -6.101

Calculated values
**DFT total energy**: -2767.71819 a.u.
**Gap between HOMO and LUMO**: 9.90 eV
**Energy above the lowest of the compared OMol25 structures with the same formula, charge and spin**: 8.7 kcal/mol
**Net charge**: 0
**M**: 758.9 g/mol
**2S+1**: 1

Results of the Mulliken charge analysis, in e, for atoms 1 through 4: O -0.73; H 0.65; H -0.15; C 0.42

The following is a quantum chemistry calculation of a gas-phase ion, C4H13N3 (charge -1) in a non-equilibrium geometry, from OMol25.

Geometry (Å):
C -0.684 0.339 0.854
N -0.585 1.387 -0.239
C 0.099 2.489 0.306
N 1.465 2.227 0.653
C -0.745 -1.189 0.383
N 0.383 -1.524 -0.630
C 0.092 -2.963 -1.042
H 0.175 0.291 1.505
H -1.561 0.629 1.431
H 0.104 1.147 -0.863
H -0.524 2.808 1.236
H -0.024 3.517 -0.444
H 1.929 3.105 0.689
H 1.941 1.684 -0.043
H -1.659 -1.279 -0.203
H -0.708 -1.799 1.300
H 0.110 -0.943 -1.468
H -0.712 -3.005 -1.742
H -0.078 -3.527 -0.132
H 0.982 -3.396 -1.552

Calculated values
**DFT total energy**: -324.33172 a.u.
**Gap between HOMO and LUMO (spin up / spin down)**: 2.29 / 8.99 eV
**Energy above the lowest of the compared OMol25 structures with the same formula, charge and spin**: 49.2 kcal/mol
**Net charge**: -1
**M**: 103.2 g/mol
**2S+1**: 2

Results of the Mulliken charge analysis, in e, for atoms 1 through 4: C -0.77; N -0.52; C -0.76; N -0.73

The following is a quantum chemistry calculation of a molecular structure, C41H42AsBBrCoF8N3O2 in a non-equilibrium geometry, from OMol25.

Geometry (Å):
Co 0.439 2.208 0.864
C -1.172 1.347 -0.291
N -0.303 4.060 -0.246
C 0.205 3.065 -2.401
C -1.173 4.845 0.627
C -1.530 4.069 1.914
N -0.341 3.373 2.321
C -0.116 3.043 3.579
C 1.210 2.637 3.924
F 2.100 2.584 2.899
C 1.603 2.343 5.200
F 2.893 2.021 5.470
C 0.707 2.419 6.264
C -0.601 2.753 5.959
F -1.510 2.794 6.975
C -1.013 3.058 4.683
F -2.337 3.356 4.493
H -2.617 2.892 -0.419
H -1.752 1.058 0.588
H -0.411 0.444 -1.919
H -0.216 2.694 -3.332
H 0.762 2.266 -1.920
H 0.904 3.867 -2.625
H -2.094 5.122 0.101
H -0.663 5.765 0.928
H -2.360 3.374 1.718
H -1.869 4.788 2.677
H 1.011 2.190 7.268
C -3.743 -5.746 1.972
C -2.878 -4.664 1.391
C -1.543 -4.870 1.084
C -0.760 -3.851 0.555
C 0.695 -4.126 0.308
C -1.302 -2.585 0.275
As 0.073 -1.262 -0.368
N -0.877 0.181 -1.054
C -1.879 2.434 -1.095
C -2.655 1.993 -2.310
C -3.064 2.902 -3.211
C -2.653 4.277 -3.099
C -1.671 4.630 -2.251
C -0.913 3.574 -1.486
C 0.383 -1.942 -2.248
C 1.709 -1.826 -2.688
C 2.782 -1.336 -1.764
C 2.045 -2.145 -3.996
C 1.096 -2.593 -4.901
C 1.476 -2.953 -6.312
C -0.213 -2.709 -4.461
C -0.576 -2.391 -3.158
C -2.018 -2.525 -2.769
C -2.639 -2.371 0.628
C -3.312 -1.040 0.493
C -3.400 -3.401 1.166
H -3.240 -6.710 1.939
H -4.682 -5.824 1.424
H -3.979 -5.515 3.012
H -1.098 -5.841 1.271
H 0.972 -5.119 0.659
H 1.295 -3.381 0.837
H 0.927 -4.040 -0.756
H -2.955 0.958 -2.380
H -3.705 2.625 -4.041
H -3.146 5.015 -3.720
H -1.315 5.649 -2.191
H 0.554 4.560 -0.455
H 2.912 -2.029 -0.929
H 2.512 -0.364 -1.347
H 3.726 -1.223 -2.292
H 3.074 -2.037 -4.311
H 2.402 -2.457 -6.597
H 0.693 -2.670 -7.015
H 1.630 -4.031 -6.400
H -0.978 -3.045 -5.153
H -2.646 -2.656 -3.649
H -2.345 -1.636 -2.238
H -2.159 -3.385 -2.113
H -3.007 -0.405 1.324
H -4.396 -1.150 0.536
H -3.036 -0.543 -0.429
H -4.435 -3.209 1.426
Br 4.601 -4.135 3.593
C 4.110 -2.445 2.823
C 5.027 -1.790 2.022
C 4.658 -0.577 1.458
C 3.395 -0.059 1.673
C 2.489 -0.734 2.486
C 2.858 -1.938 3.079
C 1.077 -0.227 2.718
O 0.511 -0.514 3.770
O 0.563 0.407 1.741
H 6.007 -2.211 1.851
H 5.366 -0.033 0.849
H 3.108 0.878 1.227
H 2.153 -2.442 3.721
F 2.317 2.574 -0.135
B 3.340 2.843 -1.095
F 3.164 4.135 -1.545
F 3.196 1.954 -2.139
F 4.570 2.688 -0.510

Calculated values
**DFT total energy**: -8918.93956 a.u.
**Gap between HOMO and LUMO (spin up / spin down)**: 4.65 / 5.29 eV
**Energy above the lowest of the compared OMol25 structures with the same formula, charge and spin**: 13.9 kcal/mol
**Net charge**: -2
**M**: 985.4 g/mol
**2S+1**: 4

Results of the Mulliken charge analysis, in e, for atoms 1 through 4: Co 0.27; C -0.96; N 0.19; C -1.33

The following is a quantum chemistry calculation of 4 unconnected molecules or ions with the total composition C9H5B2NO19 in a non-equilibrium geometry, from OMol25.

Geometry (Å):
N 13.032 3.483 2.280
H 13.941 3.592 1.852
H 13.228 2.707 2.896
H 12.262 3.073 1.769
H 12.783 4.352 2.729
O 13.138 0.363 -2.772
C 12.404 -0.621 -3.127
O 11.735 -1.382 -2.293
B 10.900 -2.388 -3.053
O 11.421 -2.335 -4.445
C 12.162 -1.202 -4.523
O 12.591 -0.703 -5.569
O 10.806 -3.693 -2.401
C 9.584 -3.877 -1.910
O 9.162 -4.769 -1.157
C 8.698 -2.706 -2.354
O 9.526 -1.887 -3.148
O 7.548 -2.528 -1.949
O 9.629 3.352 6.998
C 8.586 2.745 7.381
O 7.431 2.613 6.736
B 6.563 1.670 7.624
O 7.237 1.555 8.947
C 8.468 2.054 8.786
O 9.408 2.033 9.691
O 6.272 0.369 6.925
C 4.981 0.096 6.880
O 4.356 -0.887 6.466
C 4.287 1.408 7.354
O 5.219 2.274 7.754
O 3.044 1.522 7.385
O 16.447 0.689 6.571
C 15.524 -0.257 6.233
O 15.494 -1.319 6.889
O 14.812 -0.185 5.238
H 16.890 0.129 7.212

Calculated values
**DFT total energy**: -1880.47655 a.u.
**Gap between HOMO and LUMO**: 4.11 eV
**Net charge**: -2
**M**: 452.8 g/mol
**2S+1**: 1

Results of the Mulliken charge analysis, in e, for atoms 1 through 4: N -0.50; H 0.37; H 0.36; H 0.38

The following is a quantum chemistry calculation of C4H7NS3 in the gas phase in a non-equilibrium geometry, from OMol25.

Geometry (Å):
C 1.973 -0.336 -0.381
C 1.124 -1.412 -0.779
C -1.014 0.098 0.215
C 1.353 1.137 -0.879
H 1.433 -0.456 1.578
H 2.979 0.413 1.453
H 3.032 -0.214 -0.919
H 1.770 -2.329 -0.527
H 1.125 -1.119 -1.836
H 0.945 1.246 -1.862
H 2.276 1.746 -0.703
N 2.425 -0.384 1.081
S -0.504 -1.513 -0.090
S -2.708 0.315 0.294
S 0.015 1.602 0.183

Calculated values
**DFT total energy**: -1405.85093 a.u.
**Gap between HOMO and LUMO**: 8.02 eV
**Energy above the lowest of the compared OMol25 structures with the same formula, charge and spin**: 45.5 kcal/mol
**Net charge**: 0
**M**: 165.3 g/mol
**2S+1**: 1

Results of the Mulliken charge analysis, in e, for atoms 1 through 4: C -0.39; C -0.57; C 0.02; C -0.62

The following is a quantum chemistry calculation of a molecular structure, C32H53BrCl4Li2N4O12 in a non-equilibrium geometry, from OMol25.

Geometry (Å):
C 6.853 -3.234 0.908
C 7.029 -1.751 0.263
O 5.849 -0.920 0.535
C 5.096 -0.870 -0.714
C 3.559 -0.432 -0.475
O 3.559 0.583 0.580
C 2.292 1.281 0.569
O 2.218 2.282 -0.175
C 1.159 0.739 1.537
C 1.634 -0.181 2.728
C 0.593 -0.747 3.723
N -0.811 -0.392 3.568
C -1.295 0.447 2.487
C -0.372 1.044 1.400
C -0.831 1.930 0.163
C -2.357 1.598 -0.314
C -2.416 0.735 -1.656
C -2.482 -0.856 -1.453
C -2.376 -1.369 0.061
C -2.769 -2.956 0.085
C -4.353 -2.940 0.484
O -5.024 -4.261 0.435
C -4.338 -5.286 1.220
H 7.868 -3.644 1.259
H 6.137 -3.149 1.798
H 6.414 -3.991 0.169
H 7.235 -1.845 -0.865
H 7.971 -1.290 0.724
H 5.622 -0.113 -1.395
H 5.063 -1.926 -1.151
H 3.135 0.046 -1.421
H 2.936 -1.317 -0.081
H 2.746 -0.445 2.825
H 0.862 -1.441 4.586
H -1.529 -0.756 4.217
H -2.426 0.652 2.444
H -0.178 1.825 -0.767
H -0.807 3.045 0.477
H -3.009 1.207 0.541
H -2.797 2.637 -0.582
H -3.354 1.064 -2.248
H -1.523 0.987 -2.340
H -1.575 -1.311 -2.013
H -3.405 -1.241 -2.029
H -1.278 -1.317 0.376
H -3.109 -0.875 0.795
H -2.210 -3.395 0.986
H -2.550 -3.480 -0.897
H -4.518 -2.397 1.491
H -4.843 -2.247 -0.302
H -5.120 -6.023 1.619
H -3.619 -5.905 0.480
H -3.785 -4.859 2.134
O -5.252 -0.460 1.033
H -6.080 -0.711 1.437
C -0.800 7.620 3.749
C -1.669 7.946 2.710
C -2.578 7.007 2.238
C -2.611 5.737 2.821
C -1.735 5.401 3.860
C -0.829 6.349 4.320
N -3.580 4.751 2.351
O -4.317 5.067 1.435
O -3.600 3.648 2.920
H -0.093 8.370 4.117
H -1.635 8.938 2.272
H -3.249 7.275 1.429
H -1.750 4.414 4.315
H -0.147 6.102 5.127
Li -4.449 4.658 4.623
C -4.231 -3.820 -4.973
C -2.826 -4.030 -4.498
N -1.717 -4.195 -4.123
H -4.659 -4.771 -5.296
H -4.839 -3.412 -4.163
H -4.239 -3.122 -5.812
C -8.169 -3.142 -3.701
Cl -9.817 -2.769 -3.157
Cl -7.187 -3.653 -2.306
Cl -8.220 -4.452 -4.900
Cl -7.443 -1.696 -4.430
C 8.770 -6.237 -4.074
O 7.512 -6.642 -4.601
C 6.511 -6.747 -3.592
C 5.627 -5.501 -3.553
O 6.364 -4.347 -3.156
C 6.760 -3.550 -4.266
H 9.385 -5.874 -4.899
H 8.671 -5.431 -3.343
H 9.270 -7.093 -3.610
H 6.963 -6.943 -2.614
H 5.889 -7.609 -3.851
H 4.846 -5.656 -2.799
H 5.133 -5.339 -4.515
H 5.915 -2.940 -4.602
H 7.127 -4.153 -5.100
H 7.566 -2.890 -3.940
Br -3.630 -5.521 -1.157
Li -6.336 -5.613 -1.638
C -1.444 12.352 4.042
N -2.334 11.364 3.379
O -3.287 10.946 4.018
O -2.044 11.040 2.238
H -1.820 12.544 5.045
H -0.443 11.918 4.080
H -1.459 13.262 3.442
O 1.384 9.544 4.710
H 2.056 9.129 4.173

Calculated values
**DFT total energy**: -6802.00349 a.u.
**Gap between HOMO and LUMO**: 2.76 eV
**Net charge**: 0
**M**: 921.4 g/mol
**2S+1**: 1

Results of the Mulliken charge analysis, in e, for atoms 1 through 4: C -0.82; C -0.22; O -0.37; C -0.25

The following is a quantum chemistry calculation of a molecular structure, C4H11NOSn in a non-equilibrium geometry, from OMol25.

Geometry (Å):
Sn -0.848 -1.135 -2.113
C -0.766 0.082 2.141
C -0.786 0.109 0.646
C 0.544 0.449 -0.004
O 0.366 0.338 -1.422
C 1.542 0.511 -2.119
N -1.385 -1.103 0.125
H -0.010 -0.591 2.545
H -1.695 -0.182 2.647
H -0.406 1.033 2.532
H -1.460 0.952 0.493
H 1.243 -0.322 0.321
H 0.871 1.454 0.264
H 1.429 0.209 -3.160
H 2.339 -0.101 -1.696
H 1.772 1.574 -2.189
H -2.074 -1.461 0.771
H -0.677 -1.817 0.218

Calculated values
**DFT total energy**: -502.60576 a.u.
**Gap between HOMO and LUMO**: 9.35 eV
**Energy above the lowest of the compared OMol25 structures with the same formula, charge and spin**: 9.7 kcal/mol
**Net charge**: +2
**M**: 207.8 g/mol
**2S+1**: 1

Results of the Mulliken charge analysis, in e, for atoms 1 through 4: Sn 1.23; C -1.63; C 0.61; C -0.74

The following is a quantum chemistry calculation of 4 unconnected molecules or ions with the total composition C19H50BFN4, from OMol25.

Geometry (Å):
C 3.761 4.060 -5.038
C 3.095 2.998 -4.177
N 3.002 3.377 -2.778
C 2.653 2.275 -1.899
C 1.278 1.616 -2.040
C 2.332 4.640 -2.512
C 0.893 4.804 -3.018
H 4.731 4.337 -4.624
H 3.912 3.675 -6.047
H 3.154 4.962 -5.121
H 3.695 2.084 -4.215
H 2.120 2.741 -4.621
H 2.775 2.617 -0.868
H 3.412 1.500 -2.044
H 0.472 2.227 -1.635
H 1.284 0.677 -1.482
H 1.041 1.379 -3.079
H 2.940 5.441 -2.936
H 2.356 4.793 -1.430
H 0.790 4.469 -4.051
H 0.610 5.858 -2.987
H 0.174 4.253 -2.414
C 0.974 -1.909 1.342
C 0.225 -2.936 2.176
N 0.180 -2.590 3.586
C -0.276 -3.675 4.436
C -1.719 -4.165 4.268
C -0.341 -1.270 3.892
C -1.752 -0.929 3.395
H 1.966 -1.728 1.756
H 1.087 -2.274 0.320
H 0.448 -0.954 1.289
H 0.739 -3.899 2.105
H -0.774 -3.089 1.735
H -0.121 -3.369 5.475
H 0.399 -4.519 4.264
H -2.443 -3.458 4.670
H -1.851 -5.108 4.802
H -1.964 -4.344 3.220
H 0.354 -0.532 3.485
H -0.296 -1.149 4.978
H -1.890 -1.229 2.355
H -1.911 0.150 3.449
H -2.531 -1.407 3.988
C -1.894 0.057 -1.498
C -3.219 -0.641 -1.758
N -3.360 -1.877 -1.008
C -4.470 -2.704 -1.446
C -5.891 -2.160 -1.260
C -3.167 -1.768 0.429
C -4.061 -0.789 1.200
H -1.059 -0.624 -1.662
H -1.782 0.906 -2.174
H -1.828 0.441 -0.479
H -3.279 -0.908 -2.817
H -4.038 0.074 -1.576
H -4.385 -3.667 -0.935
H -4.314 -2.909 -2.509
H -6.204 -2.176 -0.216
H -6.596 -2.776 -1.822
H -5.984 -1.137 -1.627
H -2.123 -1.492 0.605
H -3.280 -2.772 0.847
H -4.128 0.177 0.696
H -3.642 -0.612 2.193
H -5.074 -1.167 1.334
N 6.182 0.407 1.346
C 5.250 1.563 1.435
B 3.856 0.939 1.778
F 3.002 0.580 0.785
H 6.038 -0.093 0.478
H 6.036 -0.256 2.099
H 5.616 2.241 2.215
H 5.266 2.097 0.480
H 3.548 0.644 2.900

Calculated values
**SMILES string**: CCN(CC)CC.CCN(CC)CC.CCN(CC)CC.NCBF
**DFT total energy**: -1097.63693 a.u.
**Gap between HOMO and LUMO**: 8.68 eV
**Net charge**: 0
**M**: 364.4 g/mol
**2S+1**: 1

Results of the Mulliken charge analysis, in e, for atoms 1 through 4: C -1.44; C -0.31; N 0.22; C -0.90